Entry 1:
{"formula": "C36H72O9", "method": "the ωB97M-V functional and the def2-TZVPD basis", "homo_lumo_gap_ev": 8.34, "relative_energy_ev": 17.193, "e_tot_ev": -56906.3733, "elements": ["C", "C", "C", "O", "C", "H", "H", "H", "H", "H", "H", "H", "H", "C", "C", "C", "O", "C", "H", "H", "H", "H", "H", "H", "H", "H", "C", "C", "C", "O", "C", "H", "H", "H", "H", "H", "H", "H", "H", "C", "C", "C", "O", "C", "H", "H", "H", "H", "H", "H", "H", "H", "C", "C", "C", "O", "C", "H", "H", "H", "H", "H", "H", "H", "H", "C", "C", "C", "O", "C", "H", "H", "H", "H", "H", "H", "H", "H", "C", "C", "C", "O", "C", "H", "H", "H", "H", "H", "H", "H", "H", "C", "C", "C", "O", "C", "H", "H", "H", "H", "H", "H", "H", "H", "C", "C", "C", "O", "C", "H", "H", "H", "H", "H", "H", "H", "H"], "positions_angstrom": [[10.807, 3.360, 51.908], [11.429, 2.356, 52.827], [10.223, 1.555, 53.344], [9.120, 2.496, 53.376], [9.533, 3.637, 52.639], [10.603, 2.871, 50.955], [11.400, 4.261, 51.751], [11.768, 2.887, 53.716], [12.220, 1.757, 52.376], [10.319, 1.103, 54.331], [9.934, 0.820, 52.592], [9.870, 4.471, 53.254], [8.696, 4.013, 52.051], [9.606, 4.020, 57.827], [9.316, 2.902, 56.798], [10.689, 2.817, 55.989], [11.315, 4.015, 56.424], [10.541, 4.965, 57.105], [10.075, 3.592, 58.713], [8.737, 4.653, 58.007], [8.504, 3.249, 56.159], [8.909, 1.947, 57.129], [10.720, 2.823, 54.900], [11.191, 1.865, 56.166], [9.902, 5.556, 56.449], [11.057, 5.689, 57.735], [11.405, -4.849, 57.439], [11.336, -4.006, 56.147], [12.084, -2.747, 56.591], [11.345, -2.551, 57.823], [11.323, -3.785, 58.543], [12.258, -5.527, 57.481], [10.575, -5.556, 57.451], [10.359, -3.686, 55.786], [11.785, -4.531, 55.304], [11.890, -1.871, 55.973], [13.159, -2.788, 56.771], [10.504, -3.970, 59.239], [12.255, -3.772, 59.107], [18.362, -0.519, 53.848], [17.542, -1.832, 53.654], [16.136, -1.332, 53.548], [16.168, -0.007, 54.056], [17.424, 0.281, 54.710], [18.659, -0.055, 52.907], [19.213, -0.691, 54.507], [17.611, -2.391, 54.587], [17.914, -2.437, 52.827], [15.485, -1.918, 54.197], [15.754, -1.400, 52.530], [17.228, 0.062, 55.759], [17.708, 1.334, 54.701], [14.691, -2.395, 50.673], [14.561, -2.929, 52.144], [15.738, -3.842, 52.304], [16.608, -3.553, 51.188], [15.962, -3.034, 50.070], [14.820, -1.313, 50.632], [13.929, -2.748, 49.978], [13.663, -3.485, 52.412], [14.635, -2.159, 52.912], [15.527, -4.911, 52.291], [16.277, -3.829, 53.251], [15.792, -3.924, 49.463], [16.526, -2.445, 49.347], [15.779, -5.303, 54.917], [14.336, -5.511, 54.328], [13.517, -4.389, 54.974], [14.443, -3.352, 55.081], [15.745, -3.831, 55.240], [16.624, -5.551, 54.273], [15.659, -5.907, 55.816], [13.909, -6.502, 54.481], [14.352, -5.207, 53.282], [13.078, -4.599, 55.949], [12.658, -4.137, 54.352], [15.983, -3.685, 56.293], [16.396, -3.414, 54.471], [14.583, 3.450, 56.477], [15.916, 2.705, 56.433], [16.180, 2.655, 57.976], [14.869, 2.642, 58.597], [13.806, 2.862, 57.630], [14.151, 3.345, 55.482], [14.766, 4.510, 56.652], [16.670, 3.408, 56.080], [15.841, 1.692, 56.037], [16.705, 3.561, 58.278], [16.760, 1.779, 58.265], [13.043, 3.415, 58.178], [13.310, 1.957, 57.280], [12.339, 0.186, 53.821], [12.857, -1.211, 53.790], [13.828, -1.264, 54.913], [13.176, -0.531, 55.913], [12.521, 0.620, 55.283], [11.288, 0.109, 53.539], [12.962, 0.761, 53.136], [13.319, -1.455, 52.833], [12.073, -1.891, 54.124], [14.824, -0.851, 54.755], [14.000, -2.281, 55.266], [13.198, 1.465, 55.409], [11.556, 0.944, 55.673], [9.911, -0.865, 50.467], [10.981, 0.182, 50.951], [12.274, -0.359, 50.401], [11.979, -1.748, 50.066], [10.736, -2.103, 50.686], [9.733, -0.696, 49.405], [9.009, -0.938, 51.075], [11.161, 0.403, 52.003], [10.787, 1.198, 50.607], [13.135, -0.330, 51.070], [12.457, 0.164, 49.463], [10.836, -2.329, 51.748], [10.279, -2.998, 50.263]]}

---

Entry 2:
{"formula": "C36H72O9", "method": "the ωB97M-V functional and the def2-TZVPD basis", "homo_lumo_gap_ev": 9.78, "relative_energy_ev": 14.473, "smiles": "C1CCOC1.C1CCOC1.C1CCOC1.C1CCOC1.C1CCOC1.C1CCOC1.C1CCOC1.C1CCOC1.C1CCOC1", "e_tot_ev": -56909.0928, "elements": ["C", "C", "C", "O", "C", "H", "H", "H", "H", "H", "H", "H", "H", "C", "C", "C", "O", "C", "H", "H", "H", "H", "H", "H", "H", "H", "C", "C", "C", "O", "C", "H", "H", "H", "H", "H", "H", "H", "H", "C", "C", "C", "O", "C", "H", "H", "H", "H", "H", "H", "H", "H", "C", "C", "C", "O", "C", "H", "H", "H", "H", "H", "H", "H", "H", "C", "C", "C", "O", "C", "H", "H", "H", "H", "H", "H", "H", "H", "C", "C", "C", "O", "C", "H", "H", "H", "H", "H", "H", "H", "H", "C", "C", "C", "O", "C", "H", "H", "H", "H", "H", "H", "H", "H", "C", "C", "C", "O", "C", "H", "H", "H", "H", "H", "H", "H", "H"], "positions_angstrom": [[-3.793, 3.095, 0.394], [-4.468, 3.256, -0.867], [-3.423, 4.133, -1.818], [-2.681, 4.762, -0.841], [-2.473, 3.915, 0.241], [-3.725, 1.914, 0.813], [-4.458, 3.436, 1.279], [-5.379, 3.701, -0.922], [-4.780, 2.324, -1.300], [-3.775, 4.834, -2.352], [-2.742, 3.541, -2.456], [-2.461, 4.571, 1.110], [-1.610, 3.199, 0.156], [6.494, 2.627, 0.289], [6.918, 1.139, 0.542], [5.490, 0.590, 0.499], [4.474, 1.570, 0.094], [4.988, 2.849, 0.529], [6.912, 2.784, -0.815], [7.206, 3.100, 0.897], [7.397, 0.881, 1.473], [7.610, 0.911, -0.393], [5.152, 0.420, 1.433], [5.524, -0.121, -0.262], [4.660, 3.107, 1.567], [4.482, 3.678, -0.123], [-1.283, -6.142, -0.888], [-0.769, -4.931, -1.604], [0.687, -4.799, -0.964], [0.643, -5.561, 0.239], [-0.676, -6.096, 0.520], [-0.908, -6.876, -1.540], [-2.274, -6.056, -0.760], [-1.258, -4.028, -1.440], [-0.711, -4.931, -2.597], [1.007, -3.951, -0.770], [1.452, -5.273, -1.535], [-1.145, -5.631, 1.305], [-0.360, -7.021, 0.901], [2.685, -0.248, 4.168], [3.500, 1.023, 4.114], [2.958, 1.916, 5.204], [2.106, 1.117, 5.982], [1.502, 0.094, 5.128], [3.413, -0.999, 4.352], [2.301, -0.430, 3.247], [3.563, 1.459, 3.169], [4.572, 0.718, 4.198], [2.352, 2.764, 4.834], [3.659, 2.483, 5.710], [0.569, 0.342, 4.555], [1.175, -0.632, 5.617], [-4.402, -0.104, 4.129], [-2.899, 0.131, 3.870], [-2.345, -1.211, 3.739], [-3.372, -2.210, 4.394], [-4.575, -1.606, 4.040], [-5.177, 0.539, 3.702], [-4.545, 0.339, 5.191], [-2.355, 0.782, 4.735], [-2.762, 0.736, 2.942], [-1.310, -1.527, 4.051], [-2.414, -1.634, 2.670], [-5.091, -1.943, 4.958], [-5.171, -1.950, 3.177], [4.919, -2.168, -2.909], [3.553, -1.664, -2.389], [2.742, -1.337, -3.617], [3.564, -1.659, -4.701], [4.403, -2.729, -4.269], [5.399, -2.981, -2.314], [5.638, -1.384, -3.145], [3.631, -0.876, -1.587], [2.988, -2.293, -1.806], [2.385, -0.405, -3.653], [1.788, -1.725, -3.750], [5.411, -2.581, -4.867], [3.916, -3.748, -4.288], [-5.580, -1.995, -1.347], [-5.469, -2.022, 0.204], [-3.983, -2.465, 0.430], [-3.573, -2.927, -0.872], [-4.570, -2.935, -1.833], [-5.351, -0.974, -1.793], [-6.635, -2.165, -1.633], [-6.183, -2.799, 0.508], [-5.684, -1.030, 0.708], [-3.923, -3.306, 1.227], [-3.368, -1.499, 0.626], [-4.961, -3.848, -1.760], [-4.328, -2.678, -2.985], [0.883, -0.070, 0.316], [0.002, -0.689, -0.759], [-1.226, 0.263, -0.581], [-1.183, 0.572, 0.674], [0.107, 1.014, 0.888], [1.715, 0.442, -0.169], [1.172, -0.910, 1.070], [-0.417, -1.646, -0.734], [0.379, -0.729, -1.833], [-2.083, -0.359, -0.698], [-0.918, 1.074, -1.394], [0.398, 1.032, 1.929], [0.474, 2.036, 0.279], [0.506, 5.213, -3.441], [-0.544, 4.905, -4.602], [-0.556, 3.286, -4.457], [0.547, 3.060, -3.623], [0.728, 3.998, -2.612], [-0.031, 5.904, -2.710], [1.538, 5.445, -3.789], [-0.150, 5.063, -5.726], [-1.487, 5.255, -4.494], [-0.511, 2.820, -5.492], [-1.529, 2.868, -4.103], [1.615, 3.660, -2.094], [-0.064, 3.833, -1.945]]}